Record 1
# C4H11B3BrCl8O4PS

A molecular structure, C4H11B3BrCl8O4PS in a non-equilibrium geometry (wB97M-V/def2-TZVPD, OMol25).

The gap between HOMO and LUMO is 7.9 eV. Its total energy is -7529.8526 Ha. The LUMO energy is -0.57 eV.

```
! wB97M-V def2-TZVPD RIJCOSX def2/J DEFGRID3
* xyz 0 1
O 0.167 0.313 1.687
P -0.945 0.505 0.444
Br -1.704 -1.532 -0.023
B 0.115 1.096 -1.096
O 0.089 2.438 -1.380
B 1.291 2.697 -2.037
O 2.404 2.052 -1.504
B 2.237 0.703 -1.828
S 3.640 -0.432 -2.158
O 0.923 0.281 -1.898
H 0.690 1.127 1.682
H 1.298 3.346 -3.026
H 4.286 -0.499 -0.985
C -5.027 -0.047 2.031
Cl -6.195 0.500 0.822
Cl -3.350 0.217 1.474
H -5.186 0.509 2.947
H -5.180 -1.107 2.205
C -4.299 -4.073 -2.224
Cl -5.116 -2.738 -1.400
Cl -2.545 -3.851 -2.249
H -4.524 -4.995 -1.701
H -4.657 -4.124 -3.245
C 1.091 -2.415 3.949
Cl 2.373 -3.307 3.118
Cl -0.117 -3.506 4.641
H 1.534 -1.835 4.750
H 0.604 -1.759 3.236
C 5.091 4.109 -1.316
Cl 5.551 4.910 0.194
Cl 6.351 3.018 -1.894
H 4.192 3.533 -1.144
H 4.916 4.867 -2.071
*
```

---

Record 2
# C4H11BBrO4

2 unconnected molecules or ions with the total composition C4H11BBrO4 (wB97M-V/def2-TZVPD, OMol25).

The gap between HOMO and LUMO is 7.2 eV. Its total energy is -3058.9597 Ha. The LUMO energy is 2.93 eV.

```
! wB97M-V def2-TZVPD RIJCOSX def2/J DEFGRID3
* xyz -1 1
O 2.358 2.315 -2.306
B 2.639 0.887 -2.515
Br 4.582 0.720 -3.388
H 1.430 2.426 -2.535
H 2.715 0.198 -1.507
H 1.880 0.399 -3.358
C -2.957 -1.909 1.277
C -1.475 -2.211 1.253
O -0.758 -1.283 0.425
C -0.468 -0.103 0.991
O -0.757 0.209 2.129
O 0.176 0.641 0.117
C 0.642 1.925 0.555
H -3.356 -1.893 0.262
H -3.480 -2.685 1.840
H -3.140 -0.949 1.757
H -1.268 -3.176 0.794
H -1.054 -2.185 2.257
H 1.202 1.819 1.483
H -0.202 2.594 0.722
H 1.290 2.260 -0.252
*
```

---

Record 3
# C4H11BeO3

A molecular structure, C4H11BeO3 in a non-equilibrium geometry (wB97M-V/def2-TZVPD, OMol25).

The gap between HOMO and LUMO is 4.2 eV. Its total energy is -399.3209 Ha. The LUMO energy is 3.27 eV.

```
! wB97M-V def2-TZVPD RIJCOSX def2/J DEFGRID3
* xyz -1 1
C -3.501 1.252 0.052
O -1.894 0.702 -0.214
C -1.761 -0.650 0.114
C -0.389 -1.147 -0.293
O 0.563 -0.234 0.234
C 1.908 -0.607 0.011
Be -0.227 1.372 0.030
H -3.090 2.157 -0.417
H -3.901 0.484 -0.624
H -3.407 1.001 1.120
H -2.517 -1.275 -0.398
H -1.897 -0.806 1.203
H -0.293 -1.176 -1.392
H -0.204 -2.158 0.105
H 2.543 0.194 0.408
H 2.134 -1.550 0.532
H 2.106 -0.729 -1.066
O -5.015 1.804 0.227
H -4.988 2.563 0.815
*
```

---

Record 4
# C4H11Br2N2

2 unconnected molecules or ions with the total composition C4H11Br2N2 (wB97M-V/def2-TZVPD, OMol25).

The gap between HOMO and LUMO is 9.3 eV. Its total energy is -5416.3042 Ha. The LUMO energy is -4.99 eV.

```
! wB97M-V def2-TZVPD RIJCOSX def2/J DEFGRID3
* xyz 1 1
C 1.225 -2.136 -0.580
C 0.661 -0.990 0.251
C -0.734 -0.613 -0.219
C -1.395 0.512 0.478
N 0.635 2.365 -0.803
N -1.158 0.787 1.725
Br -2.082 -2.068 0.190
Br -2.678 1.503 -0.424
H 0.636 -3.040 -0.442
H 2.245 -2.346 -0.274
H 1.233 -1.884 -1.636
H 1.288 -0.106 0.131
H 0.656 -1.286 1.301
H -0.769 -0.498 -1.302
H 0.288 2.555 -1.737
H 1.647 2.296 -0.880
H -1.682 1.494 2.227
H 0.445 3.192 -0.250
H -0.461 0.262 2.244
*
```

---

Record 5
# C4H11Cl2O4RhV

A molecular structure, C4H11Cl2O4RhV in a non-equilibrium geometry (wB97M-V/def2-TZVPD, OMol25).

The gap between HOMO and LUMO (alpha / beta) is 7.5 / 5.2 eV. Its total energy is -2434.3575 Ha. The LUMO energy (alpha / beta) is 2.75 / 0.35 eV.

```
! wB97M-V def2-TZVPD RIJCOSX def2/J DEFGRID3
* xyz -1 7
Rh 0.179 0.847 0.961
Cl -1.436 4.127 -0.284
C -1.622 0.201 0.407
H -2.060 -0.432 1.181
H -1.996 -0.124 -0.608
H -2.015 1.234 0.462
V -0.128 -0.679 -0.747
C 1.460 0.509 -0.696
C -0.958 -0.138 -2.536
C 0.525 -2.580 -1.219
H -1.553 -1.014 -2.817
H -1.585 0.750 -2.487
H -0.140 0.004 -3.245
H 2.330 -0.082 -0.451
H 1.289 0.533 -1.800
H 1.637 1.581 -0.465
H 0.206 -3.600 -1.436
H 1.647 -2.664 -1.015
O -0.475 0.967 3.386
Cl 0.843 0.280 3.422
O 1.502 0.328 4.671
O 0.689 -1.102 2.973
O 1.661 1.054 2.343
*
```

---

Record 6
# C4H11Cl2Tm2

A molecular structure, C4H11Cl2Tm2 in a non-equilibrium geometry (wB97M-V/def2-TZVPD, OMol25).

The gap between HOMO and LUMO (alpha / beta) is 6.8 / 6.8 eV. Its total energy is -3249.8499 Ha. The LUMO energy (alpha / beta) is 2.80 / 2.80 eV.

```
! wB97M-V def2-TZVPD RIJCOSX def2/J DEFGRID3
* xyz -1 5
Tm -0.272 -0.477 0.358
Cl 1.391 -2.029 -0.855
C 0.667 0.012 2.370
H 0.029 0.520 3.096
H 1.526 0.672 2.191
H 1.060 -0.900 2.829
Tm 1.953 0.052 -2.318
C 1.006 -0.503 -4.316
C 4.255 0.213 -2.173
C 0.381 1.214 -1.031
H 4.536 1.200 -1.771
H 4.664 -0.572 -1.523
H 4.699 0.102 -3.175
H 0.282 0.294 -4.540
H 1.763 -0.545 -5.111
H 0.488 -1.463 -4.235
H 1.130 1.841 -0.485
H 0.070 1.923 -1.847
Cl -2.588 -1.141 0.949
*
```

---

Record 7
# C4H11ClLaNO3Tb

A molecular structure, C4H11ClLaNO3Tb in a non-equilibrium geometry (wB97M-V/def2-TZVPD, OMol25).

The gap between HOMO and LUMO (alpha / beta) is 5.7 / 5.7 eV. Its total energy is -1755.5624 Ha. The LUMO energy (alpha / beta) is 2.45 / 2.51 eV.

```
! wB97M-V def2-TZVPD RIJCOSX def2/J DEFGRID3
* xyz -1 7
La 1.192 0.245 -1.129
Cl -1.330 -0.617 -1.561
C 3.201 -1.261 -1.027
C 1.393 -0.246 -3.458
H 3.926 -0.941 -1.802
H 3.643 -1.034 -0.038
H 3.105 -2.357 -1.112
H 2.450 -0.120 -3.736
H 0.803 0.479 -4.024
H 1.067 -1.240 -3.788
Tb -1.812 0.412 0.819
C -0.606 -0.771 2.367
C -0.023 1.871 0.320
H 0.476 -0.778 2.200
H -0.844 -0.473 3.405
H -0.969 -1.797 2.245
H -0.517 2.882 0.105
H 0.680 2.287 1.101
O -5.084 1.382 2.594
N -4.018 0.876 2.320
O -2.861 1.449 2.604
O -3.871 -0.250 1.598
*
```

---

Record 8
# C4H11ClN

2 unconnected molecules or ions with the total composition C4H11ClN in a non-equilibrium geometry (wB97M-V/def2-TZVPD, OMol25).

The gap between HOMO and LUMO (alpha / beta) is 9.5 / 7.9 eV. Its total energy is -673.5564 Ha. The LUMO energy (alpha / beta) is -4.13 / -4.68 eV.

```
! wB97M-V def2-TZVPD RIJCOSX def2/J DEFGRID3
* xyz 1 1
C -1.866 0.292 0.685
C 2.840 -0.817 0.132
C -1.048 -0.214 -0.436
C 1.765 0.046 0.777
N -0.668 0.983 -1.257
Cl 1.752 1.676 0.258
H -2.531 -0.479 1.172
H -1.242 0.692 1.475
H -2.556 1.098 0.413
H 2.606 -1.820 0.445
H 3.875 -0.733 0.273
H 2.856 -0.656 -0.942
H -0.297 -1.081 -0.541
H 1.380 -0.151 1.746
H -1.560 1.480 -1.325
H -0.360 0.724 -2.205
H 0.113 1.494 -0.806
*
```

---

Record 9
# C4H11ClN2O

2 unconnected molecules or ions with the total composition C4H11ClN2O in a non-equilibrium geometry (wB97M-V/def2-TZVPD, OMol25).

The gap between HOMO and LUMO (alpha / beta) is 10.6 / 6.5 eV. Its total energy is -803.7954 Ha. The LUMO energy (alpha / beta) is 0.59 / -0.41 eV.

```
! wB97M-V def2-TZVPD RIJCOSX def2/J DEFGRID3
* xyz 0 1
C 1.460 0.372 -0.741
C 0.447 0.313 1.595
C 0.183 0.696 0.176
C -1.096 0.167 -0.347
N -1.143 0.101 -1.701
N -0.584 -2.389 0.656
O 0.174 2.226 0.033
Cl -2.611 0.418 0.365
H 1.651 1.148 -1.505
H 1.471 -0.699 -1.166
H 2.186 0.423 -0.042
H 1.136 -0.458 1.638
H -0.375 -0.151 1.996
H 0.749 1.198 2.161
H -1.971 -0.317 -2.068
H -0.191 -0.264 -2.057
H -1.194 -3.047 0.291
H 0.192 -2.262 0.056
H -0.481 2.526 0.659
*
```

---

Record 10
# C4H11ClN2OS

2 unconnected molecules or ions with the total composition C4H11ClN2OS (wB97M-V/def2-TZVPD, OMol25).

The gap between HOMO and LUMO is 7.1 eV. Its total energy is -1202.0710 Ha. The LUMO energy is -0.53 eV.

```
! wB97M-V def2-TZVPD RIJCOSX def2/J DEFGRID3
* xyz 0 1
O 1.278 -1.154 1.063
C 0.972 -1.080 -0.276
C -0.502 -1.383 -0.446
N -1.273 -0.536 0.435
S -2.909 -0.957 0.481
C -1.039 0.906 0.234
C 0.410 1.296 0.030
N 1.168 0.314 -0.815
H 1.995 -0.578 1.351
H 1.587 -1.749 -0.879
H -0.688 -2.425 -0.220
H -0.763 -1.223 -1.507
H -3.234 -0.631 -0.789
H -1.680 1.282 -0.571
H -1.327 1.414 1.152
H 0.967 1.349 0.999
H 0.492 2.262 -0.455
H 0.889 0.316 -1.796
H 2.153 0.568 -0.784
Cl 1.504 2.008 2.792
*
```

---

Record 11
# C4H11ClNO3

2 unconnected molecules or ions with the total composition C4H11ClNO3 in a non-equilibrium geometry (wB97M-V/def2-TZVPD, OMol25).

The gap between HOMO and LUMO is 12.0 eV. Its total energy is -899.4189 Ha. The LUMO energy is -2.84 eV.

```
! wB97M-V def2-TZVPD RIJCOSX def2/J DEFGRID3
* xyz 1 1
C 1.361 -1.232 -1.961
C 2.555 0.701 -1.012
C -2.871 -0.105 2.287
C 0.296 0.171 -0.362
N 1.320 -0.020 -1.107
O -3.004 0.390 0.988
O -0.725 -0.580 -0.555
O 0.288 1.138 0.463
Cl -1.378 0.470 3.166
H 1.653 -1.103 -2.962
H 2.237 -1.801 -1.668
H 0.444 -1.849 -1.879
H 3.356 0.159 -1.412
H 2.379 1.688 -1.508
H 2.846 0.930 -0.052
H -2.843 -1.239 2.327
H -2.744 1.298 0.987
H -1.477 -0.186 0.010
H -3.740 0.199 2.824
H 0.045 0.972 1.428
*
```

---

Record 12
# C4H11ClNPS2

2 unconnected molecules or ions with the total composition C4H11ClNPS2 in a non-equilibrium geometry (wB97M-V/def2-TZVPD, OMol25).

The gap between HOMO and LUMO is 8.9 eV. Its total energy is -1811.6660 Ha. The LUMO energy is -0.96 eV.

```
! wB97M-V def2-TZVPD RIJCOSX def2/J DEFGRID3
* xyz 0 1
C -1.255 1.962 -0.737
C -0.941 -1.403 1.353
C -1.524 0.824 0.239
C -0.627 -0.364 0.192
N 0.245 -3.777 -2.248
P 0.739 -2.547 -1.416
S 2.568 -2.010 -0.976
S -0.945 -1.316 -1.325
Cl 4.250 1.315 -2.019
H -1.869 2.968 -0.555
H -0.211 2.146 -0.595
H -1.481 1.747 -1.755
H -0.331 -2.212 1.106
H -1.928 -1.692 1.383
H -0.719 -0.947 2.387
H -2.544 0.432 0.180
H -1.372 1.234 1.246
H 0.489 -0.183 0.415
H 1.056 -4.322 -2.331
H 4.054 -0.024 -1.697
*
```

---

Record 13
# C4H11FNS

2 unconnected molecules or ions with the total composition C4H11FNS in a non-equilibrium geometry (wB97M-V/def2-TZVPD, OMol25).

The gap between HOMO and LUMO (alpha / beta) is 7.3 / 7.3 eV. Its total energy is -711.3776 Ha. The LUMO energy (alpha / beta) is -4.30 / -4.30 eV.

```
! wB97M-V def2-TZVPD RIJCOSX def2/J DEFGRID3
* xyz 1 1
C 1.346 -0.460 -1.236
C -2.873 0.039 -0.522
C -1.159 0.148 1.193
C 1.600 -0.199 0.221
N -1.937 -0.495 0.428
F 2.315 -1.221 0.840
S 2.732 1.271 0.507
H 0.571 -1.322 -1.086
H 2.292 -0.698 -1.824
H 1.006 0.376 -1.703
H -2.605 -0.362 -1.519
H -3.882 -0.216 -0.047
H -2.871 1.262 -0.551
H -1.448 1.254 1.209
H -0.472 -0.371 1.870
H -1.844 -1.474 0.210
H 3.091 1.017 1.876
H 4.139 1.450 0.134
*
```